No. 1
Formula: C8H9N5O2
Source: the OMol25 dataset
Level of theory: wB97M-V/def2-TZVPD

Properties
Electronic energy: -734.30729 Ha
F_max: 3.58 eV Å⁻¹
Energy above the lowest of the compared OMol25 structures with the same formula, charge and spin: 156.4 kcal/mol
Charge: 0
Kohn-Sham gap (spin up / spin down): 8.5 / 8.5 eV
SMILES: N/C(=C/[C@@H]1C=CC=[N+]([O-])O1)c1ncn[nH]1
HOMO energy (spin up / spin down): -8.1582 / -8.1588 eV

Geometry as XYZ:
```
24
Properties=species:S:1:pos:R:3:forces:R:3
C 2.532080 0.729906 1.313084 -1.640 -0.871 -2.109
C 1.179132 -0.459951 0.164753 2.298 1.946 -1.441
C -0.611509 1.415226 -1.096764 -0.103 1.939 1.502
C -1.522738 0.256112 -1.354618 0.753 0.234 -2.067
C -0.450311 1.698096 0.225056 0.427 0.357 -2.515
C -0.886561 -1.051452 -1.039646 -1.525 -3.027 -1.166
C -1.149726 0.895615 1.191683 1.645 0.956 1.444
C 0.176335 -1.402596 -0.320570 -0.152 0.066 -0.361
N 1.512430 -0.186712 1.381914 0.249 -0.339 1.484
N 2.867969 1.038720 0.074976 -0.860 -0.136 -0.662
N 1.985433 0.303666 -0.674957 -0.193 -1.574 1.488
N 0.571197 -2.688774 -0.029418 -1.722 -2.457 -0.393
N -2.268935 0.328895 0.833889 0.686 0.055 1.184
O -3.044060 -0.296002 1.543494 -0.428 -0.318 0.012
O -2.627402 0.419117 -0.502808 -1.650 0.131 0.256
H 2.796998 1.282018 2.159011 1.034 0.457 1.002
H -0.203023 2.215582 -1.736765 -0.247 -1.197 -0.476
H -1.979460 0.230322 -2.413353 0.674 0.133 1.708
H 0.337194 2.472610 0.371298 -1.027 -0.632 0.941
H -1.536567 -1.977012 -1.332849 1.028 1.811 0.432
H -0.616133 0.764438 2.191063 -1.851 -0.163 -1.312
H 1.918398 0.248862 -1.685788 0.596 0.441 0.341
H 1.128810 -2.703966 0.786297 0.666 -0.289 0.827
H -0.109547 -3.532718 -0.048982 1.340 2.478 -0.119
```
Forces are in eV/Å.



No. 2
Formula: C66H106F30N12O25S10
Source: the OMol25 dataset
Level of theory: wB97M-V/def2-TZVPD

Properties
Electronic energy: -12093.30247 Ha
F_max: 10.65 eV Å⁻¹
Charge: +2
Kohn-Sham gap: 6.2 eV
HOMO energy: -12.7475 eV

Geometry as XYZ:
```
249
Properties=species:S:1:pos:R:3:forces:R:3
C -4.800466 2.761191 -0.900114 0.562 0.947 -0.442
C -5.374716 2.631703 0.489525 -0.148 -1.289 -0.641
C -5.279563 1.122927 0.863717 0.133 -0.822 -0.028
C -5.614111 0.822571 2.336926 1.566 0.432 -1.198
C -4.495673 1.413722 3.151833 0.933 -0.192 -0.321
C -4.494706 2.904642 3.018315 0.260 1.724 -0.266
N -4.559192 3.340068 1.505696 4.056 2.487 -1.062
O -3.746104 4.213689 1.125081 -3.592 -3.375 1.421
C -3.196417 3.489708 3.552567 1.325 0.649 -0.362
C -5.686058 3.560855 3.675493 -1.628 -1.276 1.410
C -6.779327 3.258851 0.482857 -0.485 1.701 -0.342
H -4.873198 3.803174 -1.230071 0.246 -0.081 -0.039
H -5.437734 2.203048 -1.572233 -0.126 -0.262 -0.001
H -3.767381 2.390492 -1.036633 -0.852 0.249 0.502
H -4.261434 0.705849 0.552121 -1.264 0.750 0.557
H -6.022542 0.583210 0.264810 0.100 0.382 -0.281
H -5.609289 -0.259641 2.424750 -0.742 -0.009 0.433
H -6.509200 1.395918 2.541480 -0.685 -0.903 0.404
H -3.487827 1.162838 2.789092 -0.314 -0.719 -0.027
H -4.469630 1.157400 4.214221 -0.255 0.136 -0.102
H -3.185393 4.583935 3.531052 -0.507 -0.039 0.512
H -2.295843 3.303822 2.903498 -0.971 -0.674 0.609
H -2.992045 3.093718 4.566787 -0.229 0.260 -0.659
H -5.822612 4.597515 3.567819 0.246 1.428 -0.520
H -5.533734 3.396743 4.729860 0.546 0.150 0.634
H -6.706296 3.109718 3.637032 0.843 -0.029 -0.913
H -7.307124 3.238504 1.451461 0.025 -0.461 -0.638
H -7.393532 2.944123 -0.410865 0.691 -0.286 1.283
H -6.644787 4.360076 0.272104 0.022 -0.921 0.265
C 5.403515 2.340184 1.629451 -0.596 -1.439 -0.351
C 5.033580 3.722452 1.207219 -0.105 0.312 0.248
C 4.227908 3.676180 -0.100144 1.295 0.744 -0.378
C 3.479239 4.980267 -0.347225 0.144 -0.344 -0.183
C 2.518270 5.231794 0.780278 -0.368 -0.008 -0.107
C 3.148862 5.313243 2.175923 -1.866 0.789 0.884
N 4.110286 4.188303 2.360593 0.373 2.241 -2.061
O 4.301218 3.799072 3.427864 0.157 -1.093 2.119
C 1.989332 5.225299 3.268711 1.350 -0.740 -1.371
C 3.884948 6.660283 2.397109 -0.030 -0.134 0.240
C 6.300516 4.669659 1.184557 -0.498 0.607 0.029
H 5.859917 1.879244 0.777823 0.721 -0.202 -0.453
H 4.485719 1.716145 1.732219 0.437 0.577 0.359
H 6.047041 2.248983 2.495875 0.051 0.128 0.074
H 3.593607 2.793659 -0.127021 -0.223 0.033 0.068
H 5.027844 3.546955 -0.853437 -0.486 -0.140 0.065
H 2.884229 4.912588 -1.275322 0.478 0.120 0.281
H 4.164794 5.837714 -0.399958 0.016 -0.293 -0.389
H 1.790725 4.413744 0.788091 -0.147 0.254 0.062
H 2.036090 6.187133 0.532549 -0.237 -0.229 0.606
H 2.255153 5.669376 4.227373 -0.007 -0.213 -0.107
H 1.683980 4.181615 3.309143 -0.051 -0.036 0.475
H 1.180858 5.746049 2.789806 -0.432 0.503 0.102
H 4.362070 6.953407 1.468868 0.181 0.320 0.063
H 4.621192 6.615247 3.214620 -0.205 -0.059 -0.306
H 3.120413 7.408517 2.694784 0.452 -0.493 -0.370
H 7.020249 4.280471 0.473687 -0.149 -0.461 -0.297
H 6.811258 4.612629 2.143490 -0.131 0.118 0.207
H 6.195242 5.752986 0.895627 -0.460 -1.166 0.400
C 5.446940 -3.594290 7.169889 0.431 1.070 -0.037
C 4.402253 -2.756313 6.368790 0.214 -1.146 0.771
C 3.020176 -3.469417 6.447517 1.375 1.505 -0.353
C 1.899525 -2.441328 6.160169 1.160 -2.028 0.525
C 1.894390 -1.429444 7.268402 -0.181 0.076 -0.488
C 3.135700 -0.544416 7.284258 -0.472 -0.164 -1.562
N 4.338727 -1.398701 7.008367 5.598 3.236 -0.039
O 5.461178 -0.798745 7.112169 -4.696 -2.799 -0.132
C 3.229714 0.246203 8.542462 2.089 -0.006 0.162
C 3.196706 0.469788 6.068188 -0.492 0.879 0.844
C 4.884388 -2.645230 4.925804 -2.018 -1.250 -0.074
H 5.471290 -4.560245 6.666143 0.035 -0.070 0.340
H 5.145877 -3.659124 8.213811 -0.146 -0.399 -0.011
H 6.465669 -3.145713 7.184928 -0.733 -0.266 -0.367
H 3.019598 -3.877629 7.452195 -0.741 -0.287 0.125
H 3.135882 -4.264729 5.710557 -0.532 -0.069 0.240
H 1.030200 -3.035511 5.985032 -1.174 0.073 0.609
H 2.048960 -2.032128 5.202044 0.387 0.960 -1.152
H 1.879674 -1.967770 8.207320 -0.377 0.061 0.428
H 1.028704 -0.782332 7.135801 0.153 -0.122 0.511
H 4.255635 0.616339 8.626772 -0.133 0.106 0.186
H 2.990812 -0.299864 9.422636 -0.301 -0.607 0.666
H 2.608084 1.093296 8.465547 -0.912 0.884 -0.126
H 3.741643 1.428382 6.250438 -0.174 -1.021 0.428
H 2.164728 0.723036 5.900343 -0.463 0.198 -0.109
H 3.540705 0.103538 5.137527 0.470 -0.839 -0.825
H 4.223425 -2.016079 4.359311 -0.412 0.123 -0.421
H 4.843947 -3.688423 4.525034 0.022 0.928 0.200
H 5.838006 -2.277446 4.815502 2.328 0.818 0.084
C -4.356817 -3.377518 3.626526 -1.637 0.338 -0.839
C -3.172353 -3.752424 2.783039 0.795 -0.329 0.448
C -2.946041 -5.256171 2.900731 0.458 -0.511 -1.532
C -3.559979 -6.084871 1.798580 0.169 -1.553 -2.257
C -3.044682 -5.695276 0.395491 0.557 1.498 1.046
C -3.382999 -4.213909 0.092928 0.276 -0.694 -0.339
N -3.386090 -3.283874 1.330427 0.844 -10.441 1.906
O -3.648589 -2.250485 1.101645 -2.133 10.009 -0.969
C -4.802213 -4.074501 -0.465085 -0.335 -0.298 1.155
C -2.366008 -3.523545 -0.791083 0.579 0.159 -1.023
C -1.938093 -2.914043 3.118419 -1.626 0.127 2.373
H -4.621856 -2.323245 3.476256 -0.084 -0.324 0.084
H -4.180988 -3.492192 4.697150 0.303 -0.151 -0.265
H -5.205891 -4.037997 3.322058 0.383 0.535 0.388
H -3.349417 -5.688597 3.791782 -0.104 0.447 0.997
H -1.878148 -5.452467 2.875309 0.255 -0.087 0.110
H -4.638499 -6.074407 1.682741 -0.458 0.266 0.758
H -3.308414 -7.170998 1.882625 -0.115 0.850 0.455
H -3.413034 -6.294341 -0.424897 -0.421 -0.221 -0.040
H -1.966115 -5.801308 0.375441 0.381 -0.028 0.047
H -5.545170 -4.621877 0.130591 0.328 -0.381 -0.300
H -4.761709 -4.403958 -1.476166 -0.227 -0.513 -0.744
H -5.190067 -3.079045 -0.462305 0.190 0.802 -0.120
H -2.552539 -3.781824 -1.862694 0.654 -0.575 0.834
H -1.306627 -3.645461 -0.400248 -1.270 0.043 -0.802
H -2.640606 -2.479085 -0.854968 0.332 0.503 0.279
H -1.662962 -3.242696 4.159489 0.160 0.429 -1.122
H -2.349848 -1.897309 3.204178 0.775 -0.002 -0.061
H -1.168009 -3.026220 2.401428 0.914 -0.070 -0.434
C -2.194292 1.760295 -9.322458 -0.575 -0.296 0.507
C -2.102609 3.146326 -8.763354 -1.158 0.217 0.277
N -0.984583 3.415293 -7.793082 0.020 -0.168 0.109
C -1.189402 2.667248 -6.532692 -0.762 -0.883 -0.335
C 0.322504 2.964856 -8.366177 1.514 0.157 -0.402
C 0.778981 3.629818 -9.653309 -0.742 1.557 0.052
C -1.109003 4.856902 -7.454603 0.914 0.389 -0.452
C -0.084058 5.351657 -6.483552 -0.327 0.305 0.970
O 1.163573 5.293415 -7.047933 0.845 0.519 -1.355
C 2.219669 5.477313 -6.138980 -0.166 -0.008 0.489
H -2.329603 0.995338 -8.528540 0.287 0.326 -0.713
H -1.455768 1.559226 -10.059670 1.209 -0.501 -0.139
H -3.070017 1.733656 -9.948298 -0.802 0.028 0.128
H -3.010466 3.334384 -8.173179 0.127 0.040 -0.205
H -2.075377 3.904201 -9.558148 0.251 -0.217 0.301
H -0.377150 2.813187 -5.844698 0.221 0.459 0.227
H -1.137944 1.598536 -6.777488 -0.649 0.275 0.217
H -2.157379 3.037067 -6.154864 0.429 -0.776 0.252
H 0.213408 1.901262 -8.513418 -0.132 -0.309 -0.037
H 1.126152 3.118833 -7.645542 -0.469 -0.077 0.278
H 0.959653 4.721240 -9.516608 0.265 -0.847 0.174
H -0.006870 3.621832 -10.385127 -0.404 -0.349 -0.611
H 1.653737 3.177937 -10.113084 0.050 -0.174 0.359
H -2.071313 5.100489 -7.005695 -0.286 -0.527 -0.416
H -0.990006 5.343646 -8.426033 -0.103 0.479 0.365
H -0.011075 4.802252 -5.530675 -0.721 0.014 -0.073
H -0.455849 6.364287 -6.237345 0.587 0.052 0.051
H 2.036751 6.381168 -5.556565 0.122 0.001 0.260
H 3.145264 5.611087 -6.683031 0.070 -0.134 -0.198
H 2.276308 4.590236 -5.490125 0.175 0.296 0.084
C -2.431870 -3.746370 -6.668416 0.315 1.900 0.828
N -1.263217 -3.591210 -5.775299 0.403 2.035 0.444
C -1.138055 -2.376193 -5.073025 -0.735 -1.482 -2.035
C -0.003851 -2.140202 -4.382108 0.965 -0.839 0.411
C 1.000738 -3.115339 -4.347125 0.329 -1.133 -0.451
C 0.890825 -4.270489 -5.121938 -0.261 -0.285 -0.302
C -0.274023 -4.493517 -5.805471 -0.783 0.198 -0.517
C 2.158670 -3.066035 -3.453661 0.015 1.396 1.142
C 3.407326 -3.589762 -3.759274 -0.325 0.547 1.045
C 4.425525 -3.520478 -2.848844 -0.456 0.574 0.922
N 4.200462 -2.936339 -1.661930 0.578 0.027 1.345
C 3.002234 -2.415935 -1.330386 1.197 -0.180 -0.404
C 1.975973 -2.428878 -2.211306 -0.259 -1.025 -0.914
C 5.265224 -3.027040 -0.557382 -1.323 -0.711 -1.176
H -2.155053 -3.702440 -7.717716 0.122 -0.367 0.059
H -2.998131 -2.846704 -6.425948 -0.492 -0.297 -0.425
H -2.971659 -4.591697 -6.344687 -0.676 -1.099 -0.097
H -1.925333 -1.607185 -5.177926 0.456 -0.902 0.134
H 0.143384 -1.229115 -3.863324 -0.132 0.832 0.526
H 1.665681 -5.025139 -5.234749 -0.073 0.261 0.436
H -0.501511 -5.351271 -6.442085 0.396 0.109 0.327
H 3.642332 -4.035832 -4.662757 0.152 -0.752 -1.754
H 5.408704 -3.920068 -2.999541 0.239 -0.054 -0.176
H 2.906753 -1.968908 -0.375766 0.043 0.203 0.737
H 1.027692 -2.073870 -1.857976 -0.390 0.360 -0.140
H 5.294924 -2.072543 -0.025121 -0.013 -0.424 -0.049
H 6.174938 -3.227926 -1.089050 0.576 0.245 0.049
H 4.970427 -3.930467 0.009290 0.129 0.819 0.155
C -0.870820 2.295581 -1.947405 0.621 1.818 -3.301
F -0.379641 1.920719 -3.175884 0.367 -0.848 1.109
F -0.156386 3.420223 -1.678567 -0.761 -0.646 0.632
F -2.122598 2.635611 -2.270591 -0.001 0.167 0.880
S -0.854670 1.056072 -0.620437 1.224 -2.641 -0.595
O -2.004454 1.322696 0.148400 -1.752 0.641 0.778
O -0.771398 -0.234194 -1.268843 -0.135 0.865 -0.068
N 0.486845 1.397687 0.073781 0.932 0.422 1.122
S 0.711261 1.468491 1.626665 2.218 1.016 0.097
O 1.957048 2.177121 1.951598 -0.724 -0.424 -0.904
O -0.390688 1.795924 2.452886 -0.919 0.135 0.133
C 1.149535 -0.226392 2.130829 -1.182 -1.472 1.452
F 2.171088 -0.831080 1.541049 0.022 0.379 -0.774
F 1.455635 -0.234535 3.454511 -0.138 0.347 -0.929
F 0.025834 -0.987834 1.971211 1.065 0.574 -0.044
C 3.563475 2.181952 -3.960761 0.120 -2.477 -1.440
F 2.729843 1.897683 -5.000343 -0.535 0.203 0.627
F 4.722530 2.380259 -4.548859 0.664 0.481 0.432
F 3.154099 3.212988 -3.327497 -0.706 2.393 0.858
S 3.593222 0.739100 -2.783373 0.564 -0.751 0.212
O 2.548982 0.935052 -1.793855 1.107 0.135 -1.004
O 3.491938 -0.367222 -3.706329 -0.178 -0.021 0.310
N 5.041392 0.824840 -2.096378 -2.419 0.413 0.290
S 6.298879 0.214185 -2.771745 2.335 -0.115 0.040
O 6.758312 -1.033879 -2.221723 -0.644 -0.202 0.721
O 6.435499 0.308605 -4.178697 -0.527 0.273 -1.318
C 7.558263 1.434382 -2.155571 -2.034 -1.005 0.578
F 8.685951 0.919341 -2.481600 2.173 -0.164 -0.523
F 7.402578 2.635926 -2.707387 0.057 0.088 0.552
F 7.503774 1.487005 -0.793656 0.027 0.740 -0.492
C -4.671051 0.284051 7.203875 0.564 0.431 0.142
F -4.101832 1.446255 6.838429 -0.557 0.544 -0.106
F -4.781040 0.266762 8.508599 -0.413 0.081 0.853
F -5.883107 0.236364 6.645719 0.452 -0.429 0.058
S -3.430683 -0.972077 6.677657 -2.107 -1.494 -0.927
O -3.479224 -2.160355 7.473558 -0.461 0.213 -0.031
O -3.846627 -1.075843 5.281904 1.115 0.112 0.731
N -2.123441 -0.212442 7.033917 1.159 -0.013 0.114
S -1.239342 0.325165 5.887153 0.030 -1.180 -3.102
O -0.211685 -0.556090 5.364640 -0.355 0.222 1.463
O -1.931478 1.003773 4.838228 -0.735 0.389 -0.392
C -0.486750 1.713588 6.641846 1.706 2.965 1.660
F -1.440619 2.625927 6.935140 0.805 -0.658 -0.084
F 0.233698 1.487130 7.784437 -0.716 -0.183 -0.766
F 0.402447 2.308541 5.783053 -0.920 -0.681 0.482
C -4.884468 -1.625027 -3.459024 1.337 -1.131 -1.326
F -4.761312 -1.577291 -2.160497 -0.228 -0.302 0.960
F -4.143978 -2.722871 -3.931901 -0.836 0.641 0.550
F -6.120398 -1.795218 -3.826670 -0.402 -0.021 0.080
S -4.031041 -0.161240 -4.098403 -0.609 3.420 2.317
O -4.600044 0.950055 -3.305529 0.513 -1.980 -1.660
O -2.653146 -0.450162 -3.813930 0.214 -0.127 -0.104
N -4.228269 -0.063650 -5.621451 1.172 -0.894 0.335
S -5.502442 0.329906 -6.401008 -2.218 0.272 -2.155
O -6.778192 0.133132 -5.758197 0.789 0.944 0.441
O -5.183633 1.489058 -7.206769 -0.515 -0.400 0.570
C -5.644200 -1.074847 -7.604984 1.441 1.192 -0.606
F -5.481614 -2.214852 -6.962729 -0.718 -0.858 0.253
F -6.785182 -1.019081 -8.293291 0.872 -0.325 0.503
F -4.575545 -1.002331 -8.456348 -0.643 -0.007 -0.216
C 1.862007 -4.139272 2.975380 -2.280 -3.585 1.280
F 0.681641 -4.139935 3.685193 0.414 1.054 -0.588
F 2.497959 -3.052807 3.052091 1.062 2.895 0.282
F 2.542195 -5.079853 3.643651 1.000 -0.487 -0.452
S 1.469770 -4.577007 1.264868 -0.070 1.438 -0.829
O 0.483060 -3.598153 0.924787 -0.707 0.932 -0.019
O 2.698183 -4.422495 0.542611 0.660 -0.420 0.051
N 0.772655 -5.921068 1.331087 -0.721 -1.508 0.238
S 1.546416 -7.267779 0.998478 0.706 0.121 -0.575
O 1.010297 -7.841211 -0.202535 0.411 0.051 0.315
O 2.950198 -7.095791 1.243697 0.177 -0.546 -0.561
C 1.075115 -8.417008 2.316926 -2.603 1.579 0.578
F -0.355037 -8.409450 2.375182 2.469 -0.230 0.381
F 1.480951 -9.606326 2.011275 0.185 -0.675 0.347
F 1.580213 -7.976149 3.489168 -0.730 -0.826 -0.756
```
Forces are in eV/Å.



No. 3
Formula: CH3NO2S
Source: the OMol25 dataset
Level of theory: wB97M-V/def2-TZVPD

Properties
Electronic energy: -643.09931 Ha
F_max: 3.33 eV Å⁻¹
Energy above the lowest of the compared OMol25 structures with the same formula, charge and spin: 63.7 kcal/mol
Charge: 0
Kohn-Sham gap (spin up / spin down): 8.0 / 7.1 eV
2S+1: 3
HOMO energy (spin up / spin down): -7.3475 / -10.0919 eV

Geometry as XYZ:
```
8
Properties=species:S:1:pos:R:3:forces:R:3
C 0.186342 -0.091537 -0.046123 -1.133 -1.488 -0.051
N 2.448809 0.375217 0.111394 1.765 -2.804 0.342
O 2.142436 1.531655 0.150742 -0.417 3.228 0.011
O 1.545463 -0.630684 -0.097157 -1.905 -0.300 0.088
S 4.030663 -0.315066 0.194128 -0.229 0.415 -0.048
H -0.120767 0.336071 0.918238 0.793 0.082 -0.052
H -0.500454 -1.043629 -0.095499 1.459 1.930 -0.701
H 0.090492 0.705638 -0.820852 -0.334 -1.062 0.411
```
Forces are in eV/Å.